# 1
The following is a DFT calculation (ωB97M-V/def2-TZVPD) of 4 unconnected molecules or ions with the total composition C3H14N2O3 at a distorted geometry.

```
! wB97M-V def2-TZVPD RIJCOSX def2/J DEFGRID3
* xyz 0 1
H -0.07939 3.33645 -1.27371
N -0.26655 2.90087 -0.37749
C -0.12568 1.64161 -0.39642
N -0.47126 0.90597 0.72051
C -1.27752 -0.30484 0.72493
C -1.17267 -0.94446 2.10088
H 0.31021 1.07815 -1.22246
H -0.71811 1.56477 1.45736
H -0.91487 -1.00196 -0.01967
H -2.32850 -0.05316 0.56926
H -0.18151 -1.32249 2.34922
H -1.91904 -1.72881 2.19370
H -1.42073 -0.21856 2.88137
O 2.46264 0.13124 0.71447
H 1.83339 0.50189 1.35703
H 2.74316 0.91766 0.22801
O 1.69627 -1.72857 -1.68717
H 1.44529 -2.60348 -1.37464
H 1.95472 -1.22769 -0.89939
O -0.82593 -0.79612 -2.64408
H 0.01941 -1.05581 -2.24069
H -0.76331 0.00736 -3.16104
*
```

The SMILES is [H]/N=C/NCC.O.O.O. The orbital gap is 9.7279 eV. For the energy above the lowest of the compared OMol25 structures with the same formula, charge and spin, the calculation gives 10.4 kcal per mole.

Here are the Mulliken charges for atoms 1 to 4, given in e: 0.25, -0.76, 0.10, -0.18



# 2
The following is a DFT calculation (ωB97M-V/def2-TZVPD) of a single C21H26N2O2S molecule.

```
! wB97M-V def2-TZVPD RIJCOSX def2/J DEFGRID3
* xyz 0 1
C 6.22194 0.57511 1.26970
C 5.73231 0.71394 -0.16846
N 4.28018 0.74023 -0.24284
C 3.70486 2.00414 -0.33125
O 4.39898 3.00702 -0.34978
C 2.26394 2.04723 -0.40883
C 1.50249 0.93305 -0.36548
S -0.25923 0.95626 -0.45240
C -0.68000 2.72418 -0.32950
C -2.17996 2.91865 -0.10448
O -2.78716 3.80962 -0.65411
N -2.71148 2.07884 0.80309
C -4.13029 2.01910 1.07152
C -4.84608 1.02385 0.14361
C -4.09596 -0.28108 0.01046
C -3.74859 -1.01000 1.06309
C -3.00016 -2.30518 0.98066
C -3.05901 -2.89147 -0.42601
C -2.72065 -1.80998 -1.44413
C -3.76245 -0.69659 -1.39519
C 2.12858 -0.35764 -0.25181
C 1.38525 -1.54018 -0.19707
C 1.99843 -2.76471 -0.09371
C 3.38670 -2.82496 -0.04036
C 4.14297 -1.67630 -0.08537
C 3.53973 -0.41438 -0.19316
H 7.30824 0.55798 1.28755
H 5.87928 1.42463 1.85508
H 5.84713 -0.33651 1.73004
H 6.11734 -0.08582 -0.80391
H 6.07095 1.67286 -0.56958
H 1.85760 3.04000 -0.50789
H -0.14009 3.14321 0.52174
H -0.39210 3.23625 -1.24736
H -2.17610 1.27048 1.08568
H -4.26110 1.73459 2.11770
H -4.53448 3.02148 0.91822
H -4.94602 1.47986 -0.84201
H -5.85023 0.84781 0.53599
H -4.00227 -0.68008 2.06238
H -3.41502 -3.01246 1.70348
H -1.95595 -2.13165 1.26655
H -2.36394 -3.72889 -0.51304
H -4.06609 -3.26613 -0.62060
H -2.67678 -2.23206 -2.44971
H -1.73972 -1.39027 -1.21448
H -3.39705 0.17179 -1.94998
H -4.68488 -1.02672 -1.88546
H 0.30895 -1.47274 -0.23955
H 1.41093 -3.66842 -0.05395
H 3.88129 -3.78128 0.04086
H 5.21475 -1.76662 -0.03596
*
```

The SMILES is CCn1c(=O)cc(SCC(=O)NCCC2=CCCCC2)c2ccccc21. The orbital gap is 8.6042 eV. For the energy above the lowest of the compared OMol25 structures with the same formula, charge and spin, the calculation gives 8.2 kcal per mole.

Here are the Mulliken charges for atoms 1 to 4, given in e: -1.04, -1.02, 0.11, -0.10



# 3
The following is a DFT calculation (ωB97M-V/def2-TZVPD) of a gas-phase ion, C4H11N2O (charge -1) at a distorted geometry.

```
! wB97M-V def2-TZVPD RIJCOSX def2/J DEFGRID3
* xyz -1 1
N 2.23398 -0.58442 -0.18707
C 1.87542 0.66073 0.44363
N 0.45762 0.97126 0.72392
C -0.34546 0.92553 -0.51233
C -1.68489 0.20834 -0.24644
C -1.51136 -1.31141 0.13936
O -0.39110 -1.87017 -0.26835
H 2.16221 -0.51762 -1.20094
H 1.52100 -1.25826 0.05903
H 2.19867 1.50019 -0.18644
H 2.38875 0.71334 1.39552
H 0.11367 0.21153 1.27934
H 0.16061 0.40011 -1.32019
H -0.60763 1.94376 -0.78913
H -2.11665 0.74341 0.60469
H -2.39346 0.38519 -1.06748
H -1.61617 -1.28449 1.26268
H -2.44520 -1.83704 -0.12979
*
```

The SMILES is NCNCCC[O-]. The orbital gap is 7.1066 eV. For the energy above the lowest of the compared OMol25 structures with the same formula, charge and spin, the calculation gives 21.5 kcal per mole.

Here are the Mulliken charges for atoms 1 to 4, given in e: -0.70, -0.68, -0.51, -0.33